Molecular formula: C3H9ClNOP
Method: DFT, ωB97M-V with the def2-TZVPD basis set

For the LUMO energy, the calculation gives 0.51 eV. The net charge is 0. For the calculated total energy, the calculation gives -1051.2271 Ha. As for the spin multiplicity: 1. The calculation puts the energy relative to the best compared isomer or geometry (same formula, charge and spin) at 35.66 kcal per mole. The SMILES is CN(C)[P@@](C)(=O)Cl.

```
16
Properties=species:S:1:pos:R:3:forces:R:3
C -0.973 0.271 1.534 0.6 1.6 1.2
C 1.192 0.836 0.524 1.8 -1.0 -0.8
C -0.104 -0.842 -2.580 -0.5 -1.5 2.9
N 0.058 -0.104 0.612 -0.8 1.3 -4.0
O -2.463 -0.356 -1.240 -1.6 -1.0 0.5
P -1.076 0.038 -1.272 3.1 -0.9 2.1
Cl -1.031 1.991 -1.556 0.5 1.2 -0.4
H -0.630 0.072 2.567 0.1 0.6 -0.2
H -1.490 1.296 1.451 1.0 -1.2 0.0
H -1.649 -0.479 1.381 -2.6 -1.6 -0.2
H 1.803 0.571 -0.482 -1.3 0.9 2.3
H 0.971 1.945 0.578 0.0 -1.2 -0.2
H 1.899 0.559 1.398 -1.0 0.6 -1.3
H -0.240 -0.321 -3.458 0.0 1.2 -2.0
H 0.939 -0.923 -2.244 -0.3 -0.1 -0.4
H -0.609 -1.848 -2.687 0.7 1.1 0.3
```
Forces are in eV/Å.

Molecular formula: C21H30N5O2PdS3
Method: DFT, ωB97M-V with the def2-TZVPD basis set

For the LUMO energy (spin up / spin down), the calculation gives -10.36 / -12.79 eV. The net charge is +3. For the calculated total energy, the calculation gives -2563.8196 Ha. As for the spin multiplicity: 5. The calculation puts the energy relative to the best compared isomer or geometry (same formula, charge and spin) at 1.35 kcal per mole.

```
62
Properties=species:S:1:pos:R:3:forces:R:3
Pd -0.407 -0.049 -0.004 0.5 -0.1 0.3
C 3.824 1.927 -3.427 0.0 0.0 0.0
S 2.499 0.765 -3.708 0.0 0.0 -0.2
C 1.774 0.461 -2.207 0.0 0.0 0.3
S 0.307 -0.459 -2.336 -0.1 0.3 -0.1
N 2.354 0.886 -1.069 -0.2 -0.2 -0.3
N 1.642 0.622 0.005 0.3 0.0 0.0
C 2.205 0.900 1.168 -0.2 0.0 0.1
C 1.462 0.629 2.353 0.0 -0.1 -0.1
C 1.967 0.964 3.608 -0.1 -0.1 0.1
C 1.197 0.675 4.735 0.1 0.0 -0.1
C -0.017 0.051 4.554 -0.1 0.0 0.0
C -0.459 -0.262 3.248 0.1 0.0 0.1
N 0.252 0.019 2.184 -0.2 0.2 0.1
H 4.636 1.599 -4.079 0.0 0.0 0.0
H 4.120 1.938 -2.383 0.0 0.0 0.0
H 3.481 2.911 -3.756 0.0 0.0 0.0
H 3.212 1.304 1.201 0.0 0.1 0.0
H 2.936 1.438 3.697 0.0 0.0 0.0
H 1.552 0.929 5.724 0.0 0.0 0.0
H -0.643 -0.203 5.398 0.0 0.0 0.0
H -1.412 -0.752 3.090 0.0 0.0 0.0
C 1.506 -3.033 0.278 0.0 0.1 0.0
N 0.320 -3.828 0.536 0.0 -0.1 -0.1
C 0.547 -5.078 1.272 0.0 0.0 0.1
C -0.897 -3.299 0.294 -0.1 0.3 0.0
O -1.036 -2.025 0.198 0.0 -0.3 -0.1
N -1.974 -4.073 0.149 -0.1 -0.1 0.1
C -3.322 -3.503 0.175 0.1 0.0 0.1
C -1.928 -5.504 -0.171 0.0 0.0 0.0
H 2.367 -3.696 0.273 0.0 0.0 0.0
H 1.661 -2.263 1.041 0.0 0.0 0.0
H 1.450 -2.557 -0.703 0.0 0.0 0.0
H 1.347 -4.901 1.990 0.0 0.0 0.0
H 0.843 -5.896 0.615 0.0 0.0 0.0
H -0.340 -5.357 1.831 0.0 0.0 0.0
H -3.274 -2.429 0.301 0.0 0.0 0.0
H -3.892 -3.940 0.996 0.0 0.0 0.0
H -3.828 -3.738 -0.761 0.0 0.0 0.0
H -1.024 -5.743 -0.724 0.0 0.0 0.0
H -2.781 -5.720 -0.810 0.0 0.0 0.0
H -2.003 -6.131 0.716 0.0 0.0 0.0
C -4.768 -0.862 -4.177 0.0 0.0 0.0
C -3.913 0.040 -3.338 0.0 0.0 0.0
C -3.912 -0.056 -1.943 0.1 0.0 0.0
C -3.163 0.811 -1.163 -0.1 0.1 0.0
C -2.380 1.780 -1.790 -0.1 -0.1 0.2
C -2.343 1.883 -3.176 0.1 -0.1 0.0
C -3.115 1.016 -3.936 0.0 0.0 0.0
S -1.393 2.887 -0.827 0.1 0.0 0.0
C -2.641 3.902 -0.066 0.0 0.0 0.1
O -0.855 2.020 0.353 -0.2 0.1 -0.3
H -5.440 -1.460 -3.566 0.0 0.0 0.0
H -4.152 -1.536 -4.775 0.0 0.0 0.0
H -5.369 -0.275 -4.872 0.0 0.0 0.0
H -4.537 -0.799 -1.463 0.0 0.0 0.0
H -3.239 0.772 -0.079 0.1 0.0 0.0
H -1.740 2.644 -3.658 0.0 0.0 0.0
H -3.104 1.105 -5.015 0.0 0.0 0.0
H -3.358 3.269 0.452 0.0 0.0 0.0
H -3.121 4.468 -0.866 0.0 0.0 0.0
H -2.142 4.584 0.621 0.0 0.0 0.0
```
Forces are in eV/Å.